(1)
20
Properties=species:S:1:pos:R:3:forces:R:3:mulliken_charge:R:1 method="wB97M-V/def2-TZVPD" de_lowest_kj_mol=264.4 e_homo_ev=-9.6 gap_ev=10.32 total_energy_ha=-461.237838 largest_force_ev_per_a=6.06 lumo_ev=0.75
C 2.5279 -0.9437 -0.4300 0.9 -3.0 -1.3 -0.1098
C 2.3275 -0.9224 0.8921 -0.4 0.8 3.8 -0.2605
C 1.7542 0.2999 1.4257 -3.4 -0.6 1.1 -0.2636
C 1.3524 1.4066 0.6010 2.6 -1.6 -1.2 -0.3597
C 1.7939 1.2768 -0.7758 -2.7 2.8 0.9 -0.1629
C 2.1950 0.0401 -1.2677 0.3 3.8 -3.3 -0.3804
H 2.8905 -1.8032 -0.9749 0.3 -0.5 0.5 0.3270
H 2.6101 -1.8249 1.5775 -0.7 2.0 -1.3 0.2505
H 1.1140 0.2148 2.4120 2.1 0.3 -1.4 0.2219
H 0.9064 2.3810 0.9162 0.3 -1.3 0.1 0.2957
H 1.5136 2.2698 -1.3533 0.9 -2.6 0.4 0.2003
H 2.4182 -0.0417 -2.3860 -0.4 0.0 1.7 0.2570
C -3.9199 -0.5778 -0.0923 1.0 -1.3 2.1 -0.7760
C -2.5698 0.1289 0.1167 1.2 5.6 -1.9 0.6859
O -2.3672 1.4066 0.1030 -1.1 -5.3 0.9 -0.5924
O -1.5562 -0.7162 -0.1687 2.0 0.5 1.0 -0.4404
H -4.8600 -0.1269 0.4891 2.4 -1.1 -1.4 0.2788
H -3.9670 -0.4531 -1.1807 -0.7 -0.4 0.2 0.2414
H -3.5690 -1.7100 0.1842 -1.8 2.6 -0.7 0.2666
H -0.5944 -0.3047 -0.0880 -3.0 -0.5 -0.2 0.3205

***

(2)
21
Properties=species:S:1:pos:R:3:forces:R:3:mulliken_charge:R:1 method="wB97M-V/def2-TZVPD" s2=2.012 de_lowest_kj_mol=0.0 e_homo_ev="-4.7 / -8.1" gap_ev="5.34 / 4.00" total_energy_ha=-1182.174196 multiplicity=3 largest_force_ev_per_a=3.85 lumo_ev="0.63 / -4.08"
C -0.1063 1.0332 2.2879 -1.6 1.7 -0.3 -0.4014
C 1.0365 -0.8312 3.4095 0.4 0.7 1.1 -0.5935
C 0.1844 -0.0135 1.4512 0.4 1.1 -0.8 -0.0582
C 0.7811 -1.1355 2.0969 0.4 -1.2 -0.9 -0.2600
C 1.6762 -0.9583 -0.2802 -0.1 0.8 0.2 -0.7037
C 0.1364 -0.0993 -0.0354 1.1 -1.1 0.1 1.5249
C 0.1332 1.1643 -0.8571 0.8 3.0 -2.2 -1.4695
C -1.1446 -0.9330 -0.4263 2.1 -0.9 1.5 -1.5298
O 0.5657 -3.2281 0.4570 -0.1 -1.3 -0.2 -0.4770
S 0.3097 0.6186 3.9763 -0.9 1.1 -1.8 -0.1041
S 1.5672 -2.2999 1.0115 -1.1 3.4 -0.3 0.3741
H -0.7187 1.9844 1.9690 1.6 -2.0 0.9 0.2393
H 1.3316 -1.3722 4.2159 1.0 -2.2 1.7 0.5092
H 1.9961 -1.3980 -1.3109 -1.0 1.1 1.6 0.3549
H 2.4215 -0.1686 0.1319 -0.9 -1.5 -0.9 0.3966
H -0.5304 2.0721 -0.5715 0.6 -1.9 0.2 0.2992
H -0.2324 0.8956 -1.8927 0.4 0.3 1.0 0.3643
H 1.1400 1.7561 -1.0748 -1.6 -1.7 0.8 0.3081
H -1.8945 -0.1494 -0.5355 -0.4 -0.7 0.0 0.4695
H -1.2827 -1.7273 0.4004 -0.4 1.4 -1.4 0.4016
H -0.8581 -1.4514 -1.3370 -0.7 0.0 -0.3 0.3555

***

(3)
42
Properties=species:S:1:pos:R:3:forces:R:3:mulliken_charge:R:1 method="wB97M-V/def2-TZVPD" e_homo_ev=-5.6 gap_ev=6.96 charge=-1 total_energy_ha=-47043.357492 largest_force_ev_per_a=2.93 lumo_ev=1.39
B 3.4149 -1.3039 -1.7236 -0.1 -0.4 -0.2 0.4457
C 2.2425 -0.5177 -2.5320 0.8 0.7 -0.1 -0.3334
O 1.0390 -1.3464 -2.8330 -2.6 0.8 1.2 -0.2987
C -0.1056 -0.9268 -2.2674 0.8 -0.5 -0.3 0.7987
F -0.1403 -0.9266 -0.8603 0.1 0.1 -2.0 -0.2548
F -0.5227 0.3669 -2.6424 0.5 -1.5 0.5 -0.2830
F -1.1336 -1.7561 -2.6538 0.7 0.7 0.3 -0.2751
H 3.9730 -2.1115 -2.4648 -0.1 0.0 0.0 -0.2526
H 4.2383 -0.4721 -1.3681 0.0 0.0 0.0 -0.2736
H 2.9296 -1.8930 -0.7596 0.1 0.1 0.1 -0.2222
H 1.8885 0.3795 -2.0001 0.0 -0.2 -0.1 -0.1583
H 2.5841 -0.1734 -3.5277 -0.3 -0.1 0.4 0.1571
C 5.2355 2.0606 0.9936 0.0 -0.1 0.0 -0.3676
Br 3.5200 1.9262 0.1437 0.0 0.1 0.1 0.1044
Br 5.9532 0.3279 1.4131 0.0 0.0 0.0 -0.0164
Br 6.4705 3.1016 -0.0631 0.0 0.0 0.0 -0.0472
H 5.1009 2.5884 1.9256 0.0 0.0 0.0 0.3401
C 0.2842 3.2442 1.1085 0.0 -0.1 -0.1 -0.1361
Br 0.0023 2.0551 -0.3644 0.0 0.2 0.2 0.1204
Br -0.1591 5.0651 0.6430 0.0 0.1 0.0 -0.0406
Br -0.6699 2.6749 2.6818 0.0 0.1 0.0 -0.0337
H 1.3401 3.2239 1.3432 0.0 0.0 0.0 0.0889
C -1.4137 -4.9167 -2.3034 0.1 0.0 0.0 0.5239
Br -0.2279 -6.0602 -1.3152 0.0 0.0 0.0 -0.0037
Br -1.4518 -5.3662 -4.1720 0.0 0.0 0.0 -0.0360
Br -3.1930 -4.9440 -1.5565 -0.1 0.1 0.0 -0.0279
H -1.0443 -3.9039 -2.2197 0.0 0.0 0.0 -0.4375
C -3.9584 0.1547 -0.9749 0.0 0.0 0.0 0.3734
Br -3.8485 1.7821 0.0441 -0.1 0.0 0.0 -0.0277
Br -5.0036 -1.1803 -0.0604 0.0 0.0 0.0 -0.0102
Br -4.6282 0.4796 -2.7477 0.0 0.0 0.0 -0.0210
H -2.9559 -0.2329 -1.0720 0.1 0.0 0.0 -0.3432
C -0.3838 7.0102 3.9671 0.0 -0.1 0.0 0.1027
Br -0.1897 8.8586 3.4657 0.0 0.0 0.0 -0.0257
Br 1.2736 6.2687 4.5955 0.0 0.0 0.0 -0.0015
Br -1.7988 6.7697 5.2491 0.0 0.0 0.0 -0.0146
H -0.6579 6.4609 3.0766 0.0 0.0 0.0 -0.0932
C -3.6146 -5.3434 2.2424 0.1 0.0 0.0 0.2505
Br -5.3472 -5.0814 3.0455 0.0 0.0 0.0 -0.0327
Br -2.3754 -3.9707 2.7579 0.0 0.0 0.0 0.0304
Br -2.9252 -7.1016 2.6130 0.0 0.0 0.0 -0.0305
H -3.7410 -5.2699 1.1729 0.0 0.0 0.0 -0.2378

***

(4)
23
Properties=species:S:1:pos:R:3:forces:R:3:mulliken_charge:R:1 method="wB97M-V/def2-TZVPD" de_lowest_kj_mol=70.9 e_homo_ev="-8.0 / -6.9" gap_ev="7.75 / 5.88" total_energy_ha=-5589.321126 largest_force_ev_per_a=4.57 lumo_ev="-0.21 / -1.02"
C -1.7192 -1.2316 -1.1137 0.6 -1.1 -0.5 0.0938
C -1.2020 0.0970 -1.4508 -2.6 2.3 1.0 -0.6958
C -0.2491 0.1562 0.9858 -1.1 -1.9 -0.4 -0.0800
C -0.9800 0.8975 -0.1568 3.4 0.4 -0.2 -0.1324
C 0.1331 -1.2691 0.5795 -1.3 2.1 0.7 0.2047
C -1.0931 0.3085 2.2954 -0.8 -1.5 -0.8 -0.3074
C -0.0905 2.0788 -0.5257 2.3 -0.8 1.2 -1.7150
C 1.2514 -2.1011 1.2090 -1.6 3.4 -2.6 -1.6098
N -0.8486 -1.8478 -0.1273 0.1 -1.3 -0.5 0.0655
O -2.6145 -1.8157 -1.6694 0.5 0.0 0.8 -0.5584
Br -2.8616 -0.5527 2.0556 0.4 0.3 0.2 -0.1501
Br -0.2642 -0.3847 3.8865 0.2 0.0 -0.1 -0.1529
H -0.2083 0.1210 -1.7635 1.4 -0.9 -1.7 0.5258
H -1.9412 0.7162 -2.0911 1.4 -1.3 0.7 0.3126
H 0.6140 0.5858 1.3339 2.4 1.5 0.2 0.6371
H -1.8626 1.2342 0.1855 -3.1 1.1 1.4 0.7092
H 0.6073 1.7560 -1.2505 0.8 -0.7 -1.4 0.4750
H 0.6900 2.4438 0.1714 -1.1 -0.2 0.7 0.3605
H -0.4775 2.9214 -0.9535 -1.8 2.1 -1.0 0.4623
H 2.0180 -1.3716 1.4007 0.6 -0.4 0.5 0.3191
H 1.4820 -2.8362 0.5080 1.0 -1.3 -1.1 0.5019
H 0.7929 -2.5224 2.0074 -0.7 -1.4 3.2 0.4597
H -0.7441 -2.8485 -0.1260 -0.9 -0.5 -0.5 0.2747

***

(5)
23
Properties=species:S:1:pos:R:3:forces:R:3:mulliken_charge:R:1 method="wB97M-V/def2-TZVPD" de_lowest_kj_mol=0.0 e_homo_ev=-8.3 gap_ev=8.96 total_energy_ha=-3434.046021 largest_force_ev_per_a=4.39 lumo_ev=0.63
C -0.6537 -0.6331 0.6847 -0.1 1.7 -0.9 0.5418
C 1.4654 -1.0721 -0.5854 2.5 -0.7 1.0 0.7202
C -0.2525 0.5735 1.0958 0.7 -1.7 -1.5 -0.2370
C 2.0177 0.0947 -0.2742 0.0 0.5 0.3 0.0750
C -0.0340 -1.2019 -0.5755 1.1 -2.4 -1.3 -0.8974
C -1.8486 -1.2221 1.3167 -2.3 0.8 -3.0 -1.4732
C 2.4823 -2.2401 -0.6409 -2.1 -2.4 -3.1 -1.5110
C -2.1377 3.6486 -0.5546 0.1 0.2 -1.6 0.1863
O -0.9434 3.5040 -1.2355 -2.2 1.1 -0.3 -0.3850
O -2.3624 3.2915 0.5508 0.4 -0.4 1.2 -0.4156
S 1.0586 1.4214 0.3034 -0.1 0.9 0.4 -0.3558
Br 3.8998 0.4485 -0.0741 -0.5 -0.1 -0.3 -0.1584
H -0.1384 -2.3120 -0.8124 -0.7 1.1 1.0 0.3473
H -0.3078 -0.7947 -1.5604 -0.8 0.7 0.5 0.3343
H -1.6051 -2.1988 1.5219 -0.1 -2.6 0.6 0.3983
H -2.7869 -1.1675 0.5740 2.1 -0.4 1.3 0.2448
H -2.2209 -0.7348 2.1746 0.1 0.7 1.1 0.4015
H 2.0404 -3.2760 -0.3750 0.2 1.7 -0.7 0.3213
H 3.2404 -2.1461 0.0485 1.7 0.6 1.5 0.5523
H 3.0205 -2.3725 -1.6818 -1.3 0.4 1.9 0.2627
H -3.0032 4.1161 -1.1375 1.6 -0.4 -0.1 0.3156
H -0.1913 3.2837 -0.6791 0.0 -0.4 0.6 0.2739
H -0.7391 0.9893 1.9160 -0.4 1.2 1.2 0.4579

***

(6)
25
Properties=species:S:1:pos:R:3:forces:R:3:mulliken_charge:R:1 method="wB97M-V/def2-TZVPD" de_lowest_kj_mol=34.9 e_homo_ev=-12.0 gap_ev=8.73 charge=+1 total_energy_ha=-1856.019587 largest_force_ev_per_a=1.04 lumo_ev=-3.31
C -2.3968 1.3658 0.0283 0.2 -0.2 0.0 0.5429
C -1.0404 1.0415 -0.1731 -0.2 -0.6 0.0 0.4204
C -3.2922 0.2614 0.0683 -0.2 -0.4 0.0 0.1486
C -0.5440 -0.2434 -0.3016 0.6 0.4 -0.1 -0.6779
C -2.8072 -1.0135 -0.0701 -0.5 0.2 0.1 0.0813
C 1.9920 -2.3491 -0.4862 0.0 -0.5 0.0 -1.2423
C 3.0746 1.1130 0.5825 0.2 1.0 0.2 -0.8140
C 2.2524 -0.9052 -0.4873 -0.4 0.5 0.4 0.4070
N -1.4788 -1.2173 -0.2340 -0.2 -0.2 0.0 0.0077
N -2.8387 2.6130 0.1928 -0.1 0.0 -0.1 -0.3801
N 2.7110 -0.2736 0.5405 -0.1 -0.9 -0.2 -0.0529
Cl 0.0765 2.3685 -0.2727 0.1 0.3 0.0 -0.2806
Cl -4.9842 0.5461 0.2897 0.3 0.0 0.0 -0.1801
Cl -3.8220 -2.4014 -0.0485 0.3 0.3 0.0 -0.1340
H 2.9120 -2.8703 -0.7752 0.0 0.1 0.0 0.3844
H 1.6980 -2.7189 0.4949 0.0 0.0 0.0 0.3756
H 1.2398 -2.6052 -1.2282 0.0 0.1 0.0 0.2798
H 2.3711 1.6692 1.2062 0.0 -0.1 -0.1 0.3196
H 4.0718 1.2201 1.0107 0.0 -0.1 -0.1 0.3105
H 3.0619 1.5380 -0.4169 0.0 -0.1 0.0 0.3196
H 2.1564 -0.3517 -1.4122 0.1 0.1 0.0 0.3390
H -1.1777 -2.1823 -0.3170 -0.2 0.2 0.0 0.2050
H -2.1984 3.3868 0.1134 -0.1 -0.1 0.0 0.1821
H -3.8286 2.7848 0.2741 0.1 0.1 0.0 0.1744
H 2.7915 -0.7763 1.4214 -0.1 0.0 -0.2 0.2641

***

(7)
29
Properties=species:S:1:pos:R:3:forces:R:3:mulliken_charge:R:1 method="wB97M-V/def2-TZVPD" s2=0.762 de_lowest_kj_mol=0.0 e_homo_ev="-13.6 / -13.6" gap_ev="10.50 / 6.23" charge=+1 total_energy_ha=-4122.613352 multiplicity=2 largest_force_ev_per_a=3.53 lumo_ev="-3.07 / -7.34"
N 10.1016 21.3169 -15.7704 0.3 0.6 -0.2 0.1840
C 10.8621 22.3079 -15.1212 -1.9 -1.7 0.3 -0.0002
C 11.5510 22.9793 -16.0880 1.2 0.8 -2.0 0.0675
C 11.2491 22.3959 -17.3052 2.2 2.7 -0.5 -0.7176
C 10.3246 21.4069 -17.1180 -0.8 -1.9 1.9 -0.0925
H 9.6165 20.5387 -15.3471 -0.2 -0.2 0.4 0.2066
H 10.8408 22.5254 -14.0636 -0.2 -0.4 0.0 0.1904
H 12.2416 23.7959 -15.9373 -0.1 -0.1 0.1 0.3418
H 11.7381 22.6970 -18.2198 -0.4 -0.1 -0.2 0.4189
H 9.9389 20.6818 -17.8193 -0.2 0.1 0.1 0.2786
C 10.0724 16.9148 -18.8292 0.9 -0.9 -1.0 0.3426
Cl 10.3592 15.5736 -17.6937 -0.3 0.3 -0.3 -0.0875
Cl 9.1187 16.3554 -20.2532 0.3 0.3 0.9 -0.0786
Cl 9.2776 18.2268 -18.0064 -0.4 0.2 0.2 -0.0602
Cl 11.6799 17.4491 -19.4404 -0.5 0.0 0.2 -0.1105
C 12.7164 24.8803 -12.8248 0.0 1.2 0.3 0.3849
Cl 14.0365 24.2946 -13.7821 0.7 -0.4 -0.3 -0.0751
Cl 11.6177 25.7736 -13.9010 -0.5 -0.4 0.0 -0.0961
Cl 11.9364 23.5322 -12.0016 -0.2 0.2 0.1 -0.0964
Cl 13.3012 26.0969 -11.6640 0.0 -0.5 0.1 -0.0845
C 7.1188 19.7604 -14.2424 1.9 -0.6 0.6 -1.0567
C 7.8188 18.3461 -14.2298 -0.7 0.3 -0.2 -0.1539
O 9.2386 18.4603 -14.3775 0.2 1.6 0.0 -0.5295
H 7.4902 20.4024 -15.0412 -0.4 -0.2 -0.5 0.2621
H 7.5082 20.2458 -13.3474 -0.1 0.1 0.2 0.2956
H 6.0338 19.7954 -14.1443 0.2 -0.5 -0.4 0.3510
H 7.5168 17.6848 -15.0420 -0.7 0.1 0.2 0.3129
H 7.5915 17.9249 -13.2506 -0.1 -0.3 -0.1 0.3170
H 9.6930 17.6158 -14.3336 -0.3 -0.2 0.0 0.2853

***

(8)
32
Properties=species:S:1:pos:R:3:forces:R:3:mulliken_charge:R:1 method="wB97M-V/def2-TZVPD" s2=8.764 de_lowest_kj_mol=0.0 e_homo_ev="0.5 / 0.5" gap_ev="4.24 / 4.27" charge=-2 total_energy_ha=-2557.005333 multiplicity=6 largest_force_ev_per_a=3.27 lumo_ev="4.79 / 4.79"
Sm 0.0830 -0.2713 -0.4123 -0.4 1.9 -1.9 0.9618
Cl 1.7357 -1.6248 -1.8385 0.5 -0.7 -0.5 -0.6737
C 1.7213 1.1784 0.4912 0.0 0.5 0.2 -1.2153
H 1.5038 1.4451 1.5399 0.2 0.1 -0.7 0.1534
H 1.9606 2.0586 -0.1090 0.2 0.0 0.0 0.3517
H 2.5322 0.4470 0.4752 0.5 0.0 0.1 0.2447
Hg -0.3117 0.6226 -3.5416 -0.2 0.3 0.1 0.6678
C -1.6596 -0.9414 -4.3086 -0.3 -0.4 -0.3 -1.1082
C 1.0986 1.6204 -4.8689 0.2 0.1 -0.3 -1.0738
C -1.0210 1.5541 -1.6480 0.0 0.0 0.7 -1.1630
H 1.0137 2.6939 -4.6450 0.2 -0.2 -0.2 0.1906
H 2.1222 1.2609 -4.6872 -0.2 0.2 -0.2 0.2312
H 0.7856 1.4119 -5.9021 0.3 0.2 0.0 0.1885
H -2.6629 -0.7158 -3.9174 0.1 -0.2 -0.2 0.2009
H -1.6475 -0.8581 -5.4072 -0.2 -0.3 0.2 0.1982
H -1.3294 -1.9413 -3.9927 -0.2 0.1 -0.2 0.1889
H -0.6631 2.5987 -1.7095 0.2 -0.2 0.3 0.0885
H -2.1125 1.6689 -1.7660 -0.1 -0.3 -0.1 0.2099
F -2.2691 0.4134 3.0203 0.3 -1.0 0.6 -0.2418
C -1.7383 -0.8152 3.2571 0.0 0.2 -0.6 0.4847
F -2.0535 -1.1921 4.5164 -0.2 0.1 -0.4 -0.2699
F -2.3521 -1.6582 2.3851 0.3 0.4 0.9 -0.2508
C -0.1989 -0.7859 2.9714 0.2 0.4 -1.7 1.0858
O -0.0925 -0.4556 1.6597 -0.8 -0.8 3.1 -0.7572
C 0.5159 0.3045 3.8470 0.4 0.5 -0.5 0.4041
F 0.3617 0.0817 5.1778 0.1 0.2 -0.3 -0.3026
F 1.8466 0.3491 3.5871 -1.0 -0.2 0.5 -0.2007
F 0.0310 1.5389 3.5629 0.3 -1.0 0.5 -0.2281
C 0.5244 -2.1734 3.0756 0.2 0.1 -0.7 0.3999
F 0.5286 -2.7003 4.3182 0.1 -0.1 -0.3 -0.2783
F -0.0634 -3.0600 2.2256 0.3 0.4 1.0 -0.2525
F 1.8110 -2.0546 2.6434 -1.1 -0.3 0.7 -0.2353

***

(9)
21
Properties=species:S:1:pos:R:3:forces:R:3:mulliken_charge:R:1 method="wB97M-V/def2-TZVPD" de_lowest_kj_mol=230.7 e_homo_ev=-9.5 gap_ev=9.97 total_energy_ha=-846.782292 largest_force_ev_per_a=3.73 lumo_ev=0.44
C 0.4593 1.0060 1.1306 0.3 -2.9 -1.4 -1.8666
C -0.0215 0.0668 -0.0627 0.2 0.6 2.0 2.2663
C 0.1260 0.9709 -1.2483 0.2 2.7 -2.4 -1.2833
C 0.8407 -1.1437 -0.2914 2.4 -2.7 0.8 -1.8209
C -1.4142 -0.4664 0.2141 0.3 -0.3 -0.8 -0.5072
C -1.9860 -1.6691 -0.0019 -0.3 -0.3 -0.6 -0.5252
C -3.3442 -1.1698 0.1035 0.6 0.5 0.9 0.0622
O -4.4422 -1.5631 -0.1286 -0.5 0.1 -0.2 -0.5611
C -2.7080 0.1560 0.6420 -0.6 0.5 -0.7 0.1925
Cl -3.1056 1.6476 -0.2116 -0.4 0.4 0.0 -0.2084
H 1.5075 1.1636 0.9864 0.6 0.3 0.0 0.4658
H -0.0714 1.8868 1.1901 -1.1 2.1 -0.3 0.4303
H 0.3087 0.5038 2.0352 0.0 -0.9 1.6 0.4762
H 1.1014 1.5017 -1.2255 -0.2 -0.3 0.8 0.3816
H -0.5996 1.8770 -1.2528 0.9 -1.9 -0.3 0.2215
H 0.3097 0.5362 -2.2733 -1.3 -0.1 1.0 0.3428
H 1.9648 -0.9798 -0.4760 -1.6 0.4 0.6 0.3220
H 0.5410 -1.5904 -1.2251 -0.3 -0.2 -0.5 0.4399
H 0.7954 -2.0665 0.4616 -0.1 2.3 -1.1 0.2949
H -1.7609 -2.6561 -0.3045 1.0 -0.8 -0.2 0.5530
H -2.8794 0.2534 1.6902 0.1 0.5 0.8 0.3237

***

(10)
26
Properties=species:S:1:pos:R:3:forces:R:3:mulliken_charge:R:1 method="wB97M-V/def2-TZVPD" de_lowest_kj_mol=323.0 e_homo_ev="-7.2 / -7.2" gap_ev="6.88 / 6.76" total_energy_ha=-1193.796547 largest_force_ev_per_a=5.06 lumo_ev="-0.30 / -0.40"
C -3.2764 0.2631 0.0797 -2.3 0.7 0.5 -0.4476
C -3.1475 -1.0255 -0.0493 1.9 -1.1 -0.5 -0.4250
C -0.9719 0.4053 -0.2114 1.7 -0.6 0.5 0.4420
C 1.7894 -1.2454 -1.7678 0.5 -0.3 1.8 -1.5180
C -2.3541 2.5083 -0.1956 3.0 -0.7 2.4 -1.1008
C 1.3101 -1.3039 1.9110 2.0 -0.8 -0.3 -0.7634
C 1.9487 -0.7073 -0.3707 -5.0 -0.5 0.1 0.5606
C 2.8120 0.4147 0.0380 2.7 -0.3 -2.3 1.0236
N 0.1566 0.9599 -0.1301 0.4 -2.0 -0.5 -0.5967
N -2.1819 1.0374 -0.0354 -0.3 2.7 -0.9 0.1338
O 1.5842 -1.6650 0.4473 0.4 0.8 2.8 -0.3016
F 2.7522 1.3723 -0.8743 -0.2 0.5 0.6 -0.2289
F 2.7022 0.8111 1.2620 0.1 0.7 0.5 -0.2081
F 4.1748 -0.0585 -0.1275 -1.5 0.2 0.7 -0.3263
S -1.4776 -1.4686 -0.3746 0.5 1.1 0.1 -0.1727
H -4.2357 0.7038 0.3397 0.3 0.3 -0.2 0.3249
H -3.8485 -1.7843 0.0613 -1.2 -0.9 0.2 0.4268
H 1.2654 -2.1954 -1.7319 0.3 -0.2 0.5 0.4128
H 1.2444 -0.7323 -2.5031 -0.1 1.6 -0.7 0.2697
H 2.8332 -1.3677 -1.8961 1.2 -0.6 -1.8 0.4280
H -2.7779 2.8880 -1.0425 -2.7 0.0 -2.2 0.4081
H -2.6738 2.9588 0.7441 -0.4 0.0 -0.2 0.3335
H -1.4061 3.0077 -0.4227 0.7 -0.8 0.8 0.3473
H 0.7367 -2.0912 2.3125 -1.4 -0.8 -0.3 0.3105
H 0.8806 -0.3391 1.8949 -0.8 0.7 0.1 0.3787
H 2.1611 -1.3461 2.6425 0.1 0.4 -1.5 0.2886